{"formula": "C76H83F8N4OS2", "method": "the ωB97M-V functional and the def2-TZVPD basis", "species": ["C", "C", "C", "C", "N", "C", "C", "C", "C", "C", "S", "C", "S", "N", "C", "C", "C", "C", "C", "C", "C", "C", "C", "C", "C", "C", "N", "C", "C", "N", "C", "O", "C", "C", "C", "H", "H", "H", "H", "H", "H", "H", "H", "H", "H", "H", "H", "H", "H", "H", "H", "H", "H", "H", "H", "H", "H", "H", "H", "H", "H", "H", "H", "H", "H", "H", "H", "H", "H", "H", "H", "H", "H", "H", "H", "H", "H", "H", "F", "C", "C", "C", "C", "C", "C", "H", "H", "H", "H", "H", "F", "C", "C", "C", "C", "C", "C", "H", "H", "H", "H", "H", "F", "C", "C", "C", "C", "C", "C", "H", "H", "H", "H", "H", "F", "C", "C", "C", "C", "C", "C", "H", "H", "H", "H", "H", "F", "C", "C", "C", "C", "C", "C", "H", "H", "H", "H", "H", "F", "C", "C", "C", "C", "C", "C", "H", "H", "H", "H", "H", "F", "C", "C", "C", "C", "C", "C", "H", "H", "H", "H", "H", "F", "C", "C", "C", "C", "C", "C", "H", "H", "H", "H", "H"], "positions_angstrom": [[10.84, -1.45, 4.39], [10.21, -2.87, 4.48], [9.69, -3.39, 3.12], [8.27, -2.82, 2.85], [7.87, -2.99, 1.44], [7.49, -1.78, 0.75], [6.02, -1.89, 0.12], [5.46, -3.31, 0.08], [3.98, -3.30, -0.37], [3.04, -2.86, 0.75], [1.31, -3.37, 0.59], [0.51, -2.41, -0.68], [1.35, -2.02, -2.05], [-0.82, -2.00, -0.56], [-1.44, -2.37, 0.70], [-2.48, -3.26, 0.68], [-3.16, -3.64, 1.82], [-2.78, -3.12, 3.04], [-1.72, -2.23, 3.05], [-1.06, -1.86, 1.92], [-1.03, -0.58, -0.82], [-2.18, -0.24, -1.47], [-2.51, 1.07, -1.76], [-1.63, 2.06, -1.38], [-0.47, 1.72, -0.71], [-0.16, 0.42, -0.43], [6.00, -1.24, -1.19], [6.56, 0.09, -1.05], [8.11, -0.03, -0.83], [8.48, -1.42, -0.34], [9.90, -1.35, 0.18], [10.65, -0.37, -0.46], [11.53, 0.27, 0.49], [12.37, 1.36, -0.17], [13.72, 0.83, -0.73], [10.63, -0.93, 5.33], [10.43, -0.85, 3.58], [11.93, -1.54, 4.34], [10.89, -3.61, 4.89], [9.36, -2.81, 5.16], [9.57, -4.47, 3.23], [10.36, -3.19, 2.28], [7.59, -3.38, 3.51], [8.26, -1.78, 3.19], [8.53, -3.55, 0.93], [7.46, -0.90, 1.41], [5.37, -1.30, 0.78], [6.05, -3.89, -0.65], [5.52, -3.83, 1.04], [3.71, -4.29, -0.76], [3.94, -2.63, -1.23], [3.39, -3.36, 1.67], [3.13, -1.78, 0.94], [-2.81, -3.66, -0.29], [-4.00, -4.33, 1.73], [-3.31, -3.38, 3.95], [-1.46, -1.82, 4.03], [-0.26, -1.13, 1.99], [-2.89, -1.01, -1.78], [-3.44, 1.31, -2.27], [-1.84, 3.10, -1.60], [0.19, 2.53, -0.40], [0.74, 0.15, 0.11], [6.48, -1.79, -1.89], [6.37, 0.70, -1.93], [6.10, 0.59, -0.19], [8.41, 0.71, -0.08], [8.57, 0.17, -1.80], [8.45, -2.06, -1.13], [9.90, -1.23, 1.27], [10.36, -2.32, -0.04], [10.89, 0.75, 1.25], [12.16, -0.51, 0.94], [12.58, 2.11, 0.60], [11.80, 1.79, -0.99], [14.13, 0.02, -0.13], [13.52, 0.41, -1.72], [14.42, 1.65, -0.83], [-0.56, -0.25, 5.15], [-1.17, 0.95, 5.06], [-1.00, 1.69, 3.91], [-1.62, 2.93, 3.81], [-2.40, 3.40, 4.86], [-2.57, 2.64, 6.00], [-1.95, 1.40, 6.11], [-0.38, 1.31, 3.11], [-1.50, 3.52, 2.91], [-2.89, 4.36, 4.77], [-3.17, 3.01, 6.82], [-2.07, 0.78, 6.99], [1.33, 2.13, 1.90], [2.59, 2.10, 2.36], [2.82, 1.81, 3.69], [4.13, 1.77, 4.15], [5.19, 2.03, 3.28], [4.93, 2.33, 1.95], [3.63, 2.36, 1.48], [1.99, 1.61, 4.35], [4.33, 1.53, 5.19], [6.20, 2.00, 3.65], [5.75, 2.54, 1.27], [3.41, 2.58, 0.44], [-9.25, 0.71, -4.47], [-7.94, 1.00, -4.62], [-7.00, 0.04, -4.29], [-5.65, 0.34, -4.45], [-5.27, 1.59, -4.93], [-6.23, 2.53, -5.25], [-7.57, 2.24, -5.10], [-7.32, -0.92, -3.91], [-4.90, -0.40, -4.20], [-4.22, 1.82, -5.04], [-5.93, 3.51, -5.62], [-8.34, 2.96, -5.36], [-3.62, 6.95, 4.12], [-4.37, 7.11, 5.23], [-5.73, 6.89, 5.17], [-6.49, 7.05, 6.32], [-5.88, 7.43, 7.51], [-4.51, 7.65, 7.55], [-3.75, 7.48, 6.41], [-6.18, 6.60, 4.24], [-7.56, 6.87, 6.29], [-6.48, 7.56, 8.41], [-4.04, 7.95, 8.48], [-2.67, 7.64, 6.42], [-7.11, 1.84, -8.51], [-8.32, 2.19, -9.00], [-9.42, 2.18, -8.16], [-10.66, 2.54, -8.67], [-10.78, 2.91, -10.00], [-9.67, 2.91, -10.83], [-8.42, 2.55, -10.33], [-9.30, 1.88, -7.13], [-11.52, 2.54, -8.02], [-11.74, 3.19, -10.40], [-9.76, 3.19, -11.87], [-7.54, 2.56, -10.95], [3.76, -6.41, 1.99], [3.49, -7.39, 1.10], [2.45, -7.21, 0.21], [2.17, -8.21, -0.72], [2.92, -9.37, -0.72], [3.96, -9.54, 0.18], [4.25, -8.54, 1.10], [1.87, -6.29, 0.24], [1.36, -8.07, -1.42], [2.70, -10.15, -1.44], [4.55, -10.45, 0.18], [5.06, -8.64, 1.81], [-6.92, -4.77, 8.06], [-5.62, -4.50, 7.87], [-4.68, -5.45, 8.23], [-3.33, -5.17, 8.02], [-2.95, -3.95, 7.47], [-3.91, -3.01, 7.13], [-5.25, -3.29, 7.32], [-5.00, -6.39, 8.66], [-2.58, -5.91, 8.29], [-1.90, -3.74, 7.32], [-3.61, -2.06, 6.70], [-6.02, -2.57, 7.05], [-12.86, 3.74, -12.15], [-13.51, 4.92, -12.19], [-13.31, 5.75, -13.27], [-13.98, 6.97, -13.31], [-14.82, 7.34, -12.27], [-15.00, 6.49, -11.19], [-14.34, 5.27, -11.15], [-12.65, 5.45, -14.07], [-13.84, 7.63, -14.16], [-15.33, 8.29, -12.31], [-15.65, 6.78, -10.38], [-14.48, 4.59, -10.31]], "lowdin_charge": [-0.0961, -0.2453, -0.2014, -0.1982, 0.0036, -0.2053, -0.2755, -0.1535, -0.2719, -0.4672, 0.9312, -1.0104, 0.7104, -0.0669, -0.2888, -0.0252, -0.0687, -0.0656, -0.0751, -0.0660, -0.2669, -0.0144, -0.0634, -0.0816, -0.0852, -0.0626, -0.0096, -0.1492, -0.0611, 0.0073, -0.1716, -0.1257, -0.1898, -0.2075, -0.0912, 0.0746, 0.0483, 0.0754, 0.1091, 0.1075, 0.1151, 0.0946, 0.1231, 0.1124, 0.1227, 0.1568, 0.1451, 0.1218, 0.1080, 0.1067, 0.0501, 0.0793, 0.0781, 0.1229, 0.1098, 0.1017, 0.0945, 0.1102, 0.1233, 0.0997, 0.1088, 0.1006, 0.1052, 0.1252, 0.1290, 0.1021, 0.1373, 0.1370, 0.1892, 0.1147, 0.1540, 0.1250, 0.1300, 0.1135, 0.1160, 0.0725, 0.0760, 0.0755, 0.0300, -0.2871, -0.0276, -0.0637, -0.0792, -0.0727, -0.0179, 0.0898, 0.1096, 0.0916, 0.1082, 0.1159, 0.0496, -0.2709, 0.0030, -0.0710, -0.1025, -0.1050, -0.0137, 0.1156, 0.1098, 0.0976, 0.0942, 0.1207, 0.0588, -0.2892, -0.0142, -0.0876, -0.1010, -0.0777, -0.0353, 0.1177, 0.1000, 0.0998, 0.1091, 0.1161, 0.0477, -0.2980, -0.0186, -0.0809, -0.0953, -0.0833, -0.0222, 0.1179, 0.1062, 0.1022, 0.1053, 0.1167, 0.0549, -0.2826, -0.0167, -0.0712, -0.0883, -0.0747, -0.0181, 0.0902, 0.1058, 0.0762, 0.1055, 0.1159, 0.0404, -0.2860, -0.0213, -0.0733, -0.0917, -0.0820, -0.0228, 0.0829, 0.1087, 0.1034, 0.1059, 0.1150, 0.0630, -0.2881, -0.0158, -0.0826, -0.1014, -0.0941, -0.0166, 0.1185, 0.1048, 0.0993, 0.0976, 0.1183, 0.0408, -0.2836, -0.0173, -0.0816, -0.0956, -0.0819, -0.0188, 0.1175, 0.1055, 0.1016, 0.1054, 0.1168], "homo_energy_ev": -9.496, "multiplicity": 1, "total_charge": 1, "gap_ev": 6.9104, "mol_weight_g_mol": 1284.64}